Entry 1:
The following is a quantum chemistry calculation of 6 unconnected molecules or ions with the total composition C30H39F3O6S3, from the Open Molecules 2025 dataset.

Cartesian coordinates (Å):
O: 2.33881 -3.04351 0.01551
S: 3.66981 -3.43151 -0.20049
O: 4.42881 -4.05251 0.78451
C: 3.93981 -4.30551 -1.64349
C: 5.42981 -3.71951 -1.88649
C: 5.33481 -2.30151 -1.74149
C: 4.55081 -1.96351 -0.53649
H: 3.13481 -4.08751 -2.40449
H: 4.14581 -5.37351 -1.50949
H: 6.30181 -4.23651 -1.34649
H: 5.83281 -4.03151 -2.94849
H: 4.65381 -1.56851 -2.52649
H: 6.39781 -2.00451 -1.58249
H: 4.09981 -1.04451 -0.52149
H: 5.13681 -2.03351 0.20351
O: 0.54081 1.39949 -2.32649
S: 0.72681 1.14349 -0.86249
O: 2.04081 0.90749 -0.44649
C: -0.03219 2.28449 0.26851
C: -1.33419 1.54549 0.55051
C: -1.04119 0.02249 0.59651
C: -0.10919 -0.25151 -0.36649
H: -0.16019 3.39349 -0.19949
H: 0.49281 2.51849 1.13651
H: -1.71119 1.82149 1.49951
H: -2.10019 1.78649 -0.32749
H: -1.86719 -0.55351 0.35551
H: -0.79819 -0.16951 1.70251
H: -0.58019 -0.77451 -1.25649
H: 0.59881 -1.03051 0.07851
O: 4.70181 0.78149 5.64251
S: 4.52481 1.10949 4.26251
O: 5.31981 2.11149 3.58351
C: 4.49981 -0.36851 3.25251
C: 3.10681 -0.27351 2.56351
C: 2.17181 0.49549 3.45851
C: 2.79881 1.55149 4.11051
H: 4.47381 -1.06251 3.95951
H: 5.32981 -0.13051 2.69751
H: 3.38181 0.40949 1.49051
H: 2.63281 -1.27551 2.09751
H: 1.79481 -0.12351 4.25151
H: 1.31781 0.96749 2.92051
H: 2.53281 1.57149 5.13751
H: 2.75181 2.49249 3.56151
F: 1.63181 -2.12251 -2.83049
C: 0.32181 -2.65651 -2.91849
C: -0.02019 -3.91251 -2.46749
C: -1.27519 -4.55051 -2.70849
C: -2.09419 -3.75751 -3.54249
C: -1.81619 -2.56351 -4.01549
C: -0.58419 -1.95951 -3.72049
H: 0.67781 -4.28251 -1.83849
H: -1.32719 -5.40951 -2.28349
H: -3.08619 -4.16751 -3.89949
H: -2.34019 -1.98951 -4.64549
H: -0.31319 -1.04751 -4.15549
F: -4.21619 1.20549 2.18351
C: -4.56219 2.49649 2.39551
C: -4.06319 3.51049 1.51951
C: -4.23119 4.89049 1.84051
C: -4.92719 5.23949 3.02551
C: -5.24119 4.22849 3.93151
C: -5.07419 2.87549 3.56751
H: -3.47819 3.28749 0.61951
H: -3.84619 5.58749 1.14751
H: -4.82919 6.22549 3.31651
H: -5.85919 4.43649 4.88851
H: -5.46619 2.11349 4.20651
F: -6.32119 2.21649 -1.14849
C: -5.19019 1.85049 -1.78649
C: -4.65019 0.60249 -1.51049
C: -3.53619 0.13649 -2.16449
C: -2.90319 0.94249 -3.03149
C: -3.45219 2.20349 -3.28949
C: -4.62519 2.67449 -2.66149
H: -5.38919 -0.07951 -0.99249
H: -3.27119 -1.01551 -2.23549
H: -2.16919 0.85149 -3.50749
H: -3.01119 2.93349 -3.91449
H: -4.86319 3.90349 -2.92149

Summary:
E_HOMO (Eh): -0.352
HOMO-LUMO gap (eV): 9.95
SMILES: O=S1(=O)CCCC1.O=S1(=O)CCCC1.O=S1(=O)CCCC1.Fc1ccccc1.Fc1ccccc1.Fc1ccccc1



Entry 2:
The following is a quantum chemistry calculation of a molecular structure, C4H9F7FeN5O17S5, from the Open Molecules 2025 dataset.

Cartesian coordinates (Å):
Fe: -0.19757 -0.17703 0.00664
C: -0.39081 2.60540 -3.53133
F: -0.23904 1.66587 -4.45608
F: 0.77906 2.89124 -2.97090
F: -0.97273 3.64495 -4.09796
S: -1.52676 2.09456 -2.10345
O: -0.73386 1.05911 -1.35145
O: -1.73200 3.27445 -1.28801
O: -2.70925 1.54662 -2.72859
N: 1.50334 0.63027 0.34417
S: 2.28430 2.02941 0.23932
O: 2.97006 2.16163 -1.02244
O: 2.69927 2.74257 1.40921
F: 0.88402 2.89684 0.09518
S: 2.89274 -0.03779 1.22939
O: 2.85534 0.10342 2.64404
O: 4.15368 0.08332 0.55789
F: 2.54024 -1.60839 1.09522
N: -1.40546 -1.60018 -0.23984
S: -2.94680 -1.91311 -0.52186
O: -3.69837 -2.06201 0.68128
O: -3.33224 -2.46368 -1.78178
F: -3.25205 -0.35684 -0.77724
S: -1.01809 -3.29575 -0.26944
O: -0.92213 -3.94763 -1.53802
O: -1.37391 -4.01463 0.92571
F: 0.52060 -2.96985 0.04942
C: -2.15323 3.02375 2.22291
N: -2.17269 1.53547 2.08228
O: -3.01275 0.93632 2.69592
O: -1.43675 1.02560 1.25371
H: -1.32769 3.37955 1.61244
H: -2.16532 3.37628 3.24843
H: -3.09356 3.33027 1.76518
C: 2.12988 -1.10730 -3.71440
N: 1.96554 -1.26730 -2.24074
O: 2.91385 -1.64987 -1.62098
O: 0.88709 -1.02912 -1.69330
H: 2.28966 -2.10163 -4.12477
H: 3.02799 -0.51859 -3.87155
H: 1.19197 -0.67337 -4.04800
C: 0.96125 -2.04342 4.06843
N: -0.20449 -1.62584 3.24203
O: -1.26551 -2.08481 3.52074
O: 0.11284 -1.07561 2.18684
H: 1.66909 -2.62471 3.48450
H: 0.61308 -2.65196 4.89706
H: 1.43816 -1.13647 4.43420

Summary:
2S+1: 6
E_HOMO (alpha / beta) (Eh): -0.405 / -0.401
HOMO-LUMO gap (alpha / beta) (eV): 9.72 / 7.15
⟨S²⟩: 8.760



Entry 3:
The following is a quantum chemistry calculation of a single C2H6N4O molecule, from the Open Molecules 2025 dataset.

Cartesian coordinates (Å):
H: -3.42785 0.06359 0.81262
N: -3.20493 -0.04454 -0.21720
C: -1.93283 -0.10244 -0.43554
N: -0.85594 0.15495 0.35745
O: 0.28886 -0.57413 0.04133
C: 1.45584 0.18246 -0.09059
N: 2.41407 -0.77309 -0.20805
N: 1.55804 1.41954 -0.14801
H: 0.65015 1.81514 -0.12256
H: -1.53393 -0.26468 -1.49927
H: -1.08256 0.16673 1.33694
H: 2.30130 -1.62803 0.43589
H: 3.36976 -0.41551 -0.26302

Summary:
E_HOMO (Eh): -0.361
HOMO-LUMO gap (eV): 10.50
SMILES: [H]/N=C\NO/C(N)=N\[H]



Entry 4:
The following is a quantum chemistry calculation of 2 unconnected molecules or ions with the total composition C4H12, from the Open Molecules 2025 dataset.

Cartesian coordinates (Å):
C: -0.93420 0.31075 -1.62287
C: -2.21062 -0.42290 -1.95668
H: -0.62714 0.33131 -0.63090
H: -0.08530 -0.12659 -2.18818
H: -1.03966 1.39882 -1.94058
H: -2.26203 -1.28937 -1.31520
H: -3.04382 0.16129 -1.81833
H: -2.30532 -0.70114 -2.98685
C: 0.98214 -0.39097 1.55516
C: 2.21359 0.41931 2.08967
H: 0.35999 0.44201 1.15516
H: 1.22089 -1.19165 0.83818
H: 0.22700 -0.88256 2.31561
H: 2.42869 1.15378 1.34245
H: 3.17823 -0.20049 2.21836
H: 1.89756 0.98840 2.94499

Summary:
E_HOMO (Eh): -0.414
HOMO-LUMO gap (eV): 12.38
SMILES: CC.CC



Entry 5:
The following is a quantum chemistry calculation of a molecular structure, C44H30CdF7N8O2, from the Open Molecules 2025 dataset.

Cartesian coordinates (Å):
Cd: -0.75124 1.96271 0.88738
C: -2.49367 -1.47988 -1.15777
C: -2.08995 -2.23459 0.13586
C: -3.28590 -2.97599 0.80395
C: -1.40733 -1.43598 1.26322
C: -2.01506 -0.30610 1.76640
C: -1.52913 0.24811 2.91985
C: -0.48386 -0.35906 3.60775
C: -0.07672 -0.03007 5.00582
C: 0.15558 -1.47224 3.06232
C: -0.29269 -2.00923 1.84437
H: -2.93526 -2.20306 -1.88815
H: -1.61373 -0.98577 -1.54574
H: -3.26576 -0.79578 -0.86304
H: -1.37064 -2.96175 -0.15364
H: -3.95137 -2.26104 1.27768
H: -2.91465 -3.64401 1.53993
H: -3.83241 -3.56438 0.08987
H: -2.92017 0.07697 1.28490
H: -2.13511 1.04225 3.38102
H: -0.29503 -0.87248 5.65376
H: -0.62024 0.86262 5.42787
H: 1.02077 0.21164 5.00749
H: 0.98799 -1.91382 3.54941
H: 0.03435 -2.95409 1.40632
C: -1.20836 -4.89944 -5.57781
O: -2.07714 -4.26488 -4.61538
C: -2.32365 -2.95950 -4.87022
C: -3.49151 -2.39877 -4.30014
C: -3.79353 -1.04232 -4.54390
C: -3.00828 -0.23835 -5.34515
C: -1.83417 -0.75555 -5.81856
C: -1.52885 -2.12171 -5.63750
N: -3.63836 1.01435 -5.76513
N: -4.05828 1.83901 -4.93203
C: -3.76087 1.80697 -3.52104
C: -4.75309 2.06333 -2.60196
C: -4.35335 2.25485 -1.24388
C: -3.05004 2.21562 -0.74543
O: -2.78144 2.43350 0.50834
C: -2.07308 1.95580 -1.75254
N: -0.78120 2.01489 -1.32417
C: 0.22461 2.08865 -2.15921
C: 0.00988 2.08817 -3.54675
C: -1.25341 1.98650 -4.01016
C: -2.35608 1.88232 -3.13840
H: -1.21015 -5.93666 -5.20058
H: -0.12034 -4.61471 -5.59789
H: -1.57750 -4.80450 -6.58481
H: -4.24986 -3.05487 -3.81232
H: -4.72904 -0.65725 -4.15328
H: -1.10453 -0.13366 -6.29637
H: -0.52169 -2.45513 -6.06387
H: -5.75470 2.09236 -2.95286
H: -5.13118 2.36349 -0.49398
H: 1.19587 2.09917 -1.72347
H: 0.75230 2.24013 -4.29856
H: -1.44260 2.04906 -5.08582
F: 0.19790 7.83645 5.30433
C: 0.95132 6.72852 5.27882
F: 2.25575 7.09038 5.09933
F: 0.99663 6.19203 6.51503
C: 0.46459 5.66421 4.24943
C: 1.24278 4.51777 4.15162
C: 0.90045 3.58311 3.17816
N: -0.12725 3.74970 2.28566
C: -0.82200 4.87139 2.40226
C: -0.57386 5.83594 3.38419
H: 2.04920 4.28855 4.86565
H: 1.42168 2.61537 3.16931
H: -1.71774 4.89761 1.80801
H: -1.18101 6.69054 3.40774
F: 4.37170 -3.28577 -0.84297
C: 4.90990 -2.73929 0.22465
C: 5.95715 -3.26148 0.83751
F: 6.49820 -4.34113 0.37092
C: 6.61178 -2.56908 1.94181
C: 5.89995 -1.40943 2.46976
C: 4.75201 -0.97318 1.97436
F: 4.02563 -0.03045 2.65089
C: 4.15727 -1.57667 0.77857
C: 2.99251 -1.12275 0.27502
C: 2.23810 -0.01569 0.80710
N: 1.61786 0.86238 1.18770
C: 2.33501 -1.64352 -0.89514
N: 1.86053 -1.94631 -1.86938
F: 6.35581 -0.82973 3.55589
C: 7.81198 -2.90227 2.50037
C: 8.71254 -3.89499 1.92896
N: 9.48479 -4.68714 1.60230
C: 8.31267 -2.34464 3.70302
N: 8.90104 -1.94627 4.59712

Summary:
Net charge: +1
E_HOMO (Eh): -0.352
HOMO-LUMO gap (eV): 3.82



Entry 6:
The following is a quantum chemistry calculation of a gas-phase ion, C7H8ClN2O2S (charge +1), from the Open Molecules 2025 dataset.

Cartesian coordinates (Å):
C: -1.14714 -0.98733 0.19804
C: -0.11199 -0.42513 -0.63942
C: -0.52084 0.78386 -1.21806
C: -2.28365 -0.26307 0.26078
C: 2.37338 -0.85612 -0.52341
C: 1.86675 0.95309 1.07360
C: -3.61514 -0.43197 1.04363
N: 1.15314 -1.18201 -0.85762
N: 2.73102 0.22168 0.16561
O: 2.42421 1.92289 1.57090
O: 0.30890 1.47475 -2.08616
S: -2.09047 1.25515 -0.72864
Cl: 3.62087 -1.93354 -0.97423
H: -1.15529 -1.95566 0.57657
H: -3.55864 -1.42413 1.27077
H: -3.61399 0.14144 2.00796
H: -4.55639 -0.27988 0.58132
H: 1.02473 -2.09101 -1.16085
H: 3.67205 0.52796 0.18084
H: 3.29615 2.10733 1.34004
H: 0.18233 2.44170 -2.08166

Summary:
Net charge: +1
E_HOMO (Eh): -0.432
HOMO-LUMO gap (eV): 7.45



Entry 7:
The following is a quantum chemistry calculation of a single C4H5NO molecule, from the Open Molecules 2025 dataset.

Cartesian coordinates (Å):
C: -1.80872 1.24204 -0.11729
N: -1.22081 0.22121 0.27328
C: -0.45067 -0.84159 -0.00266
C: 0.86365 -1.05015 0.07381
C: 1.88176 0.02397 0.02366
O: 1.70388 1.21254 0.15502
H: -2.25839 1.89604 0.49585
H: -1.98848 1.44665 -1.18026
H: -0.97060 -1.80728 0.11184
H: 1.28235 -2.01076 0.17835
H: 2.96603 -0.33267 -0.01159

Summary:
E_HOMO (Eh): -0.320
HOMO-LUMO gap (eV): 9.28
SMILES: C=N/C=C\C=O



Entry 8:
The following is a quantum chemistry calculation of a single C3H5FOS molecule, from the Open Molecules 2025 dataset.

Cartesian coordinates (Å):
C: -1.27472 0.45587 -1.38501
C: -1.02193 0.59788 -0.10700
C: 1.18835 -0.91926 1.03571
O: 1.41135 1.08404 -0.54643
F: -2.05630 0.62853 0.96601
S: 0.57195 0.90567 0.62854
H: -0.52079 0.54014 -2.17815
H: -2.31250 0.38489 -1.79278
H: 0.28593 -1.53809 1.31211
H: 1.88872 -0.84058 1.82276
H: 1.83994 -1.29910 0.24424

Summary:
E_HOMO (Eh): -0.346
HOMO-LUMO gap (eV): 9.86



Entry 9:
The following is a quantum chemistry calculation of a single C2H6N2O3 molecule, from the Open Molecules 2025 dataset.

Cartesian coordinates (Å):
N: -1.81240 0.86291 -0.24517
N: -0.51195 1.24411 -0.59112
C: 0.49562 0.23765 -0.49965
O: 0.23357 -0.87828 -1.32670
C: 0.61046 -0.26310 0.99709
O: 0.07548 0.20347 1.96177
O: 1.42168 -1.33304 1.06809
H: -2.03427 -0.09704 -0.51562
H: -1.93202 0.97999 0.75621
H: -0.47843 1.48152 -1.63280
H: 1.46698 0.70545 -0.73174
H: 0.93962 -1.52965 -1.23265
H: 1.52567 -1.61398 1.99230

Summary:
E_HOMO (Eh): -0.353
HOMO-LUMO gap (eV): 10.09
SMILES: NN[C@H](O)C(=O)O



Entry 10:
The following is a quantum chemistry calculation of 2 unconnected molecules or ions with the total composition CH2O3PS2, from the Open Molecules 2025 dataset.

Cartesian coordinates (Å):
C: 0.53524 0.95596 0.29321
O: -2.05108 1.24241 -1.32421
O: -2.19611 1.22832 1.16354
O: -3.28682 -0.56239 -0.16054
P: -0.41112 -0.43288 0.86394
S: 2.18707 1.02719 0.09749
S: -2.26924 0.49057 -0.07642
H: 0.11097 1.94808 -0.01009
H: 1.31928 -2.17712 0.46098

Summary:
Net charge: -1
E_HOMO (alpha / beta) (Eh): -0.166 / -0.180
HOMO-LUMO gap (alpha / beta) (eV): 6.74 / 6.85



Entry 11:
The following is a quantum chemistry calculation of 2 unconnected molecules or ions with the total composition CH2ClNO, from the Open Molecules 2025 dataset.

Cartesian coordinates (Å):
C: -0.31898 -0.47341 -0.41353
N: -0.07265 1.04837 1.11265
O: 0.87096 1.68884 0.90381
Cl: 1.08328 -1.43476 -0.20723
H: -0.33393 0.09965 -1.32516
H: -1.22867 -0.92870 -0.07054

Summary:
E_HOMO (alpha / beta) (Eh): -0.301 / -0.312
HOMO-LUMO gap (alpha / beta) (eV): 8.06 / 8.12



Entry 12:
The following is a quantum chemistry calculation of a molecular structure, C10H13N2O5PdS, from the Open Molecules 2025 dataset.

Cartesian coordinates (Å):
O: -1.77282 1.96605 2.18697
C: -1.20410 1.12780 1.66504
Pd: -0.17556 -0.11849 -0.06121
O: 0.33671 -2.26332 2.15448
C: 0.03437 -1.56619 1.28828
C: 0.81512 -1.11654 -1.49075
O: 1.45202 -1.48984 -2.36585
C: -0.03725 1.44499 -1.41095
O: 0.21232 1.73089 -2.52488
C: -1.99956 -0.66723 -0.75702
O: -2.99894 -1.05494 -1.17031
H: -0.45643 1.94282 -0.37897
C: 3.77953 -1.43634 0.63866
N: 3.41850 -0.80313 1.91131
C: 3.44738 -1.69961 3.06587
C: 2.75236 0.37508 1.90394
S: 2.17801 1.01263 0.39066
N: 2.56156 1.08449 3.03193
C: 3.31542 0.82920 4.25394
C: 1.94170 2.40316 2.93223
H: 4.61954 -2.11143 0.83641
H: 4.08915 -0.66705 -0.07632
H: 2.94449 -2.01708 0.21903
H: 4.31151 -1.47983 3.71170
H: 2.51436 -1.68653 3.64898
H: 3.59170 -2.71793 2.68042
H: 4.36981 0.58821 4.04966
H: 3.28685 1.74645 4.84876
H: 2.85310 0.03850 4.86723
H: 2.46007 3.01381 2.18201
H: 0.88244 2.32757 2.66331
H: 2.03574 2.88228 3.90532

Summary:
Net charge: +1
2S+1: 3
E_HOMO (alpha / beta) (Eh): -0.358 / -0.436
HOMO-LUMO gap (alpha / beta) (eV): 6.32 / 6.78
⟨S²⟩: 2.018



Computed values of energy relative to the best compared isomer or geometry (same formula, charge and spin) (unit: kcal per mole) for the preceding records, in sequence: 0.00; 0.00; 69.34; 18.94; 40.04; 40.04; 57.83; 57.71; 50.07; 73.35; 94.88; 42.50.
Computed values of F_max (unit: hartree/bohr) for the preceding records, in sequence: 0.2591; 0.1677; 0.0595; 0.0682; 0.0623; 0.0985; 0.0864; 0.0686; 0.0535; 0.0593; 0.0380; 0.1244.